(1)
DFT (ωB97M-V/def2-TZVPD) results for a 2-piece molecular cluster, C4H9ISi overall at a distorted geometry.

Each line ends with the Löwdin charge.
CARTESIAN COORDINATES (ANGSTROEM)
1 C 3.665 0.131 -2.280  -0.001
2 C 3.110 -0.852 -2.711  -0.003
3 C -2.424 -0.823 1.461  -0.323
4 C -0.490 1.621 0.548  -0.289
5 Si -0.938 -0.230 0.653  0.092
6 I 0.928 -1.388 1.800  0.365
7 H -1.113 -0.691 -0.857  -0.005
8 H 4.318 0.891 -2.137  -0.021
9 H 2.540 -1.757 -2.946  0.034
10 H -3.269 -0.428 0.952  0.021
11 H -2.381 -1.867 1.627  0.012
12 H -2.620 -0.498 2.472  0.036
13 H 0.292 1.670 -0.217  0.012
14 H -1.376 2.164 0.098  0.039
15 H -0.242 2.057 1.537  0.030

Summary:
**Strongest force on any atom**: 3.538 eV/A
**E_HOMO**: -0.3486 hartree
**SMILES**: C[SiH](C)I.C#C
**Orbital gap**: 10.2330 eV
**LUMO energy**: 0.7 eV


(2)
DFT (ωB97M-V/def2-TZVPD) results for a 2-piece molecular cluster, C3H12NS overall.

Each line ends with the Löwdin charge.
CARTESIAN COORDINATES (ANGSTROEM)
1 C -1.209 2.963 0.287  -0.018
2 N -1.885 1.736 -0.247  0.105
3 H -1.787 3.847 0.010  0.107
4 H -0.222 3.009 -0.147  0.095
5 H -1.100 2.839 1.362  0.104
6 H -2.674 1.473 0.345  0.166
7 H -2.225 1.879 -1.199  0.167
8 H -1.185 0.964 -0.242  0.004
9 C 1.544 -2.775 -0.497  -0.153
10 C 1.402 -1.258 -0.657  -0.538
11 S 0.221 -0.548 0.585  0.738
12 H 1.384 -3.038 0.545  0.063
13 H 0.823 -3.269 -1.141  0.073
14 H 2.512 -3.087 -0.881  0.078
15 H 0.939 -1.007 -1.603  0.056
16 H 2.331 -0.713 -0.543  0.068
17 H 1.104 -0.285 1.549  -0.114

Summary:
**Strongest force on any atom**: 0.738 eV/A
**E_HOMO**: -0.4865 hartree
**Charge**: +1
**Orbital gap**: 9.7794 eV
**LUMO energy**: -3.5 eV


(3)
DFT (ωB97M-V/def2-TZVPD) results for C52H108N4O34 as an isolated structure at a distorted geometry.

Each line ends with the Löwdin charge.
CARTESIAN COORDINATES (ANGSTROEM)
1 C 1.423 5.759 -4.361  -0.042
2 C 0.551 4.685 -3.747  -0.230
3 O -0.251 5.139 -2.656  0.033
4 C -1.104 4.272 -2.122  -0.610
5 O -1.174 3.112 -2.417  0.119
6 O -1.786 4.901 -1.174  0.035
7 C -2.358 4.046 -0.194  -0.033
8 H 2.334 5.266 -4.706  0.077
9 H 1.739 6.484 -3.609  0.084
10 H 0.977 6.235 -5.231  0.079
11 H 1.170 3.884 -3.349  0.080
12 H -0.157 4.349 -4.507  0.123
13 H -2.586 3.046 -0.562  0.062
14 H -3.286 4.436 0.219  0.098
15 H -1.698 3.888 0.663  0.089
16 C -2.417 -1.085 -5.454  -0.050
17 C -3.132 -2.392 -5.199  -0.165
18 O -2.411 -3.053 -4.134  0.013
19 C -1.227 -3.650 -4.277  -0.607
20 O -0.615 -3.630 -5.311  0.126
21 O -0.921 -4.184 -3.098  -0.013
22 C 0.227 -5.004 -3.005  -0.038
23 H -2.321 -0.490 -4.550  0.072
24 H -2.895 -0.589 -6.302  0.089
25 H -1.405 -1.292 -5.810  0.064
26 H -3.278 -3.036 -6.065  0.120
27 H -4.150 -2.217 -4.857  0.102
28 H 0.080 -5.812 -3.728  0.103
29 H 0.246 -5.448 -2.012  0.093
30 H 1.221 -4.590 -3.179  0.098
31 C -2.091 2.502 5.764  -0.043
32 C -1.111 2.649 4.627  -0.210
33 O 0.114 3.274 4.992  0.053
34 C 1.010 2.590 5.677  -0.622
35 O 0.909 1.492 6.153  0.133
36 O 2.047 3.416 5.824  -0.016
37 C 3.238 3.030 6.499  -0.032
38 H -2.579 3.432 6.055  0.088
39 H -1.621 2.142 6.680  0.075
40 H -2.842 1.782 5.436  0.049
41 H -1.562 3.183 3.792  0.130
42 H -0.827 1.676 4.213  0.071
43 H 3.078 2.832 7.556  0.100
44 H 3.953 3.819 6.284  0.097
45 H 3.662 2.123 6.058  0.084
46 C 1.671 -2.803 6.101  -0.049
47 C 1.054 -2.936 4.723  -0.179
48 O -0.009 -3.871 4.631  0.088
49 C -1.255 -3.446 4.478  -0.544
50 O -1.658 -2.326 4.650  -0.025
51 O -2.045 -4.479 4.208  0.035
52 C -3.421 -4.205 4.027  -0.043
53 H 2.145 -3.653 6.586  0.091
54 H 0.913 -2.400 6.782  0.015
55 H 2.373 -1.964 6.100  0.090
56 H 1.805 -3.253 3.999  0.120
57 H 0.773 -1.921 4.439  0.110
58 H -3.918 -3.831 4.923  0.100
59 H -3.905 -5.138 3.749  0.103
60 H -3.676 -3.490 3.243  0.073
61 C -2.745 -4.499 0.207  -0.040
62 C -3.440 -3.387 -0.560  -0.193
63 O -4.808 -3.430 -0.100  0.022
64 C -5.833 -2.963 -0.832  -0.613
65 O -6.960 -2.940 -0.430  0.134
66 O -5.407 -2.536 -2.017  -0.015
67 C -6.435 -2.006 -2.876  -0.017
68 H -2.863 -5.453 -0.308  0.085
69 H -2.933 -4.529 1.274  0.056
70 H -1.682 -4.336 -0.012  0.077
71 H -3.196 -3.583 -1.605  0.107
72 H -3.107 -2.371 -0.335  0.114
73 H -6.028 -1.658 -3.817  0.065
74 H -6.856 -1.129 -2.383  0.088
75 H -7.246 -2.724 -2.973  0.102
76 C 0.433 -0.790 -2.956  -0.030
77 C -0.439 -0.007 -1.967  -0.181
78 O -0.028 -0.407 -0.662  0.010
79 C -0.837 -0.150 0.370  -0.590
80 O -1.970 0.237 0.349  0.134
81 O -0.114 -0.414 1.460  0.022
82 C -0.588 0.084 2.699  -0.076
83 H 0.170 -1.839 -2.819  0.073
84 H 1.500 -0.612 -2.825  0.059
85 H 0.300 -0.497 -3.998  0.059
86 H -1.508 -0.101 -2.173  0.116
87 H -0.306 1.069 -2.076  0.090
88 H -1.138 1.022 2.583  0.062
89 H 0.231 0.158 3.406  0.074
90 H -1.369 -0.559 3.110  0.077
91 C 2.069 -2.779 -6.306  -0.060
92 C 2.411 -1.728 -7.352  -0.187
93 O 1.269 -1.361 -8.125  0.019
94 C 0.539 -2.264 -8.772  -0.614
95 O 0.911 -3.352 -9.108  0.148
96 O -0.646 -1.704 -9.009  -0.006
97 C -1.805 -2.476 -9.259  -0.042
98 H 1.576 -2.252 -5.483  0.057
99 H 2.959 -3.175 -5.814  0.085
100 H 1.418 -3.557 -6.681  0.065
101 H 3.180 -2.149 -8.007  0.123
102 H 2.755 -0.785 -6.936  0.111
103 H -2.022 -3.152 -8.439  0.091
104 H -1.698 -2.995 -10.215  0.096
105 H -2.672 -1.850 -9.471  0.092
106 C 7.767 1.503 1.945  -0.039
107 C 7.210 1.916 0.576  -0.219
108 O 5.803 1.809 0.461  0.037
109 C 5.193 0.679 0.180  -0.625
110 O 5.701 -0.411 0.074  0.136
111 O 3.886 0.907 0.130  -0.025
112 C 3.002 -0.147 -0.281  -0.006
113 H 7.643 2.322 2.658  0.076
114 H 8.840 1.367 1.840  0.082
115 H 7.135 0.701 2.326  0.065
116 H 7.806 1.434 -0.200  0.116
117 H 7.411 2.976 0.413  0.121
118 H 3.209 -0.361 -1.329  0.089
119 H 1.970 0.170 -0.155  0.070
120 H 3.080 -1.078 0.279  0.098
121 C 6.469 1.652 -3.419  -0.044
122 C 4.997 1.944 -3.296  -0.225
123 O 4.318 1.731 -4.518  0.056
124 C 2.987 1.746 -4.510  -0.590
125 O 2.333 1.824 -3.494  0.100
126 O 2.577 1.745 -5.760  0.021
127 C 1.174 1.932 -5.991  0.004
128 H 6.699 0.611 -3.643  0.086
129 H 7.009 1.943 -2.519  0.067
130 H 6.861 2.254 -4.242  0.084
131 H 4.914 2.982 -2.948  0.128
132 H 4.459 1.442 -2.487  0.106
133 H 0.574 1.310 -5.329  0.087
134 H 0.953 1.670 -7.021  0.103
135 H 0.922 2.971 -5.791  0.078
136 C 7.019 -2.722 2.089  -0.057
137 C 6.150 -2.534 3.374  -0.207
138 O 5.702 -1.213 3.551  0.040
139 C 4.445 -0.912 3.228  -0.602
140 O 3.633 -1.618 2.693  0.131
141 O 4.268 0.339 3.615  0.025
142 C 3.008 0.955 3.349  -0.001
143 H 6.408 -2.564 1.201  0.060
144 H 7.472 -3.710 2.060  0.074
145 H 7.787 -1.945 2.082  0.069
146 H 6.805 -2.862 4.177  0.119
147 H 5.358 -3.257 3.181  0.117
148 H 2.954 1.229 2.298  0.083
149 H 2.875 1.849 3.953  0.080
150 H 2.147 0.342 3.617  0.080
151 C 1.009 2.732 0.593  -0.300
152 O 0.472 2.416 1.640  0.021
153 N 2.037 3.618 0.485  -0.160
154 C 2.402 4.070 -0.845  -0.039
155 C 2.617 4.285 1.631  -0.021
156 H 0.663 2.384 -0.392  0.136
157 H 1.873 5.003 -1.067  0.093
158 H 2.084 3.392 -1.637  0.060
159 H 3.481 4.206 -0.921  0.095
160 H 2.695 5.360 1.482  0.095
161 H 1.974 4.083 2.488  0.084
162 H 3.592 3.827 1.816  0.091
163 C -4.436 1.364 3.495  -0.341
164 O -4.982 2.249 4.128  0.014
165 N -5.053 0.458 2.713  -0.169
166 C -4.328 -0.648 2.103  -0.034
167 C -6.468 0.573 2.423  -0.033
168 H -3.338 1.258 3.479  0.116
169 H -4.346 -0.670 1.015  0.067
170 H -4.753 -1.568 2.507  0.089
171 H -3.307 -0.543 2.463  0.058
172 H -7.028 -0.257 2.861  0.096
173 H -6.899 1.441 2.919  0.085
174 H -6.624 0.653 1.347  0.075
175 C -1.577 -2.928 8.222  -0.332
176 O -1.270 -3.128 9.384  0.010
177 N -1.036 -1.976 7.443  -0.147
178 C -1.693 -1.524 6.226  -0.114
179 C 0.032 -1.065 7.855  -0.059
180 H -2.287 -3.560 7.668  0.138
181 H -2.366 -0.693 6.456  0.112
182 H -2.292 -2.274 5.704  0.034
183 H -0.969 -1.202 5.477  0.093
184 H 0.582 -1.610 8.622  0.103
185 H 0.729 -0.958 7.023  0.044
186 H -0.323 -0.072 8.122  0.097
187 C -6.325 1.470 -3.598  -0.358
188 O -5.750 0.710 -4.366  -0.012
189 N -5.993 1.699 -2.333  -0.172
190 C -6.865 2.471 -1.474  -0.068
191 C -4.763 1.201 -1.696  0.002
192 H -7.222 2.042 -3.894  0.141
193 H -7.696 1.867 -1.095  0.089
194 H -7.392 3.302 -1.952  0.086
195 H -6.406 2.952 -0.611  0.088
196 H -5.042 0.737 -0.751  0.076
197 H -4.265 0.543 -2.401  0.087
198 H -4.142 2.062 -1.449  0.073

Summary:
**Strongest force on any atom**: 15.057 eV/A
**E_HOMO**: -0.2857 hartree
**Orbital gap**: 8.1051 eV
**LUMO energy**: 0.3 eV


Calculated values (kJ/mol) of ΔE to the lowest compared entry with this formula, charge and spin for the records, taken in order: 151.5, 21.7, 226.3.